A structure of composition C28H74Br3N6O7Zr. Source: the Open Molecules 2025 dataset; level of theory: ωB97M-V/def2-TZVPD.

CARTESIAN COORDINATES (ANGSTROEM)
H  1.7776  4.6397  -3.8341
H  5.0295  -0.9402  0.0879
H  2.5354  -5.1176  -3.1874
H  2.2302  -3.7733  -5.0982
Br  -1.2790  -0.2979  -4.3863
H  2.7544  0.0133  -0.1460
C  1.5632  -3.0765  -4.5764
H  -5.9329  -2.7533  -0.6295
C  -0.3232  3.2993  -4.4740
H  -0.9911  -2.6036  2.6231
C  6.0535  0.4483  1.3975
H  2.3902  -5.6622  -0.2917
C  -1.3165  4.8776  5.1034
C  -0.0191  3.9909  -2.0342
H  2.3335  -3.6240  -2.1402
H  6.8036  -1.2068  0.2502
H  -4.3063  -0.9948  5.0489
H  5.4140  -0.9921  -2.4919
Br  -4.4106  0.4112  -4.3843
H  -0.3845  4.3593  -4.7604
N  -4.4939  -2.2193  1.5566
H  6.9665  -1.5772  -1.9106
H  -1.7140  0.3285  6.0466
H  0.3755  -0.0702  0.4048
C  -2.5922  -2.2653  0.0430
H  -2.4449  3.2243  5.8057
H  -0.1777  4.0595  6.7697
H  -5.4236  -1.8405  1.7170
H  -5.2398  -2.6802  -3.9952
H  -2.3198  -2.3794  -1.0070
C  1.0167  -5.3352  -1.7479
C  0.7716  0.8082  -0.1067
C  -1.6548  -0.3870  4.0880
O  0.4168  2.7237  -5.5386
C  0.0217  -4.6200  -0.8203
H  -1.2550  1.7892  -6.4209
H  -0.8470  0.2819  3.7665
O  -1.2193  -1.6788  4.4532
H  -2.2953  -0.5864  3.2122
O  0.9317  -3.8841  -3.5977
H  2.1930  -2.2990  -4.1208
N  -2.4863  4.2567  5.7282
H  0.7729  4.3588  -1.3730
H  0.2436  1.8335  -7.3698
H  0.0124  1.1124  -0.8324
C  -0.4035  -2.2862  3.4967
H  -2.0454  -1.3807  0.3875
O  6.3113  0.2261  -1.0585
H  0.5868  2.1471  -2.9002
H  6.9816  -0.1608  -2.9174
H  -5.2855  -4.2955  -3.2363
H  4.6177  -0.6482  2.7122
C  -0.3707  2.3866  -6.6675
C  1.8875  -0.4802  -1.9857
H  1.3440  -1.3978  -1.7459
H  0.2243  3.2947  5.2446
Zr  3.8063  3.0105  -2.5410
H  1.3648  -0.0079  -2.8205
H  -0.4379  -5.2778  -0.0920
H  -1.9899  5.5911  3.1664
H  0.3921  -5.9372  -2.4153
N  -3.0418  1.4755  4.8490
H  -0.3337  3.6317  1.3435
H  -4.7279  -4.0423  -0.5291
H  -0.2741  5.1164  3.2488
C  -4.1043  -2.0444  0.1638
C  -1.2890  4.8567  3.5764
H  -3.1048  -1.2086  -2.9584
N  1.9215  3.6432  -3.6155
H  -0.7896  3.2833  -7.1374
C  -2.9052  -0.1959  -3.2911
C  5.6698  -0.3675  2.6219
C  2.0606  0.5083  -0.8352
H  7.0532  0.8747  1.4880
C  -3.5756  -0.6889  5.8116
C  1.8386  -4.4439  -2.6773
C  -1.3912  3.5225  1.6168
H  -1.2851  2.8023  -4.3427
C  0.5166  3.1891  -3.2113
H  -0.6850  -4.0707  -1.4421
H  -4.5401  -3.2175  1.7488
H  -3.2427  -1.6273  6.2495
H  4.2061  1.2362  1.1388
H  -1.9483  4.2712  1.0520
C  -5.4244  -3.2264  -3.0679
C  6.0131  -0.4560  0.1625
H  -1.6655  2.4970  1.3723
C  -0.0511  4.2466  5.7036
O  -1.5347  3.5727  3.0239
H  -2.3545  1.8809  4.2061
C  -2.4793  0.1987  5.2715
H  6.2331  -1.2897  2.7782
O  2.6093  1.7118  -1.3384
Br  -2.6065  1.0611  -1.7953
H  -0.5659  3.3200  -1.3712
C  6.4024  -0.6674  -2.1465
H  0.8616  -2.5876  -5.2442
H  -6.4998  -3.0678  -2.9261
H  -2.2408  -3.0769  0.6800
H  1.9353  3.2673  -4.5916
H  5.2118  2.2173  1.9622
H  5.8307  0.2234  3.5294
H  0.7870  4.9367  5.6081
H  0.6042  -3.8773  -0.2552
H  2.8505  -0.8701  -2.3272
C  -4.8723  -2.9865  -0.7818
N  5.1625  1.5813  1.1712
H  2.4559  -6.8669  -1.3341
H  -3.2950  4.3082  5.0972
H  -1.3486  5.9369  5.3804
N  1.7953  -6.2244  -0.9014
H  0.3934  -1.6321  3.1184
H  -4.3522  -1.0578  -0.2329
H  -3.8402  1.3048  4.2351
O  -4.5395  -2.6742  -2.1183
H  0.8439  1.5672  0.6743
H  -0.6260  4.8554  -2.3004
H  -4.2481  -0.1924  6.5140
H  0.0627  -3.1730  3.9209

Properties
Lowest unoccupied orbital energy in Eh: -0.4927
Charge: +3
HOMO in Eh: -0.544
Electronic energy in eV: -264881.047
Kohn-Sham gap in eV: 1.395

Here are the Löwdin charges for atoms 1 to 5, given in e: H 0.1264; H 0.1224; H 0.1339; H 0.1002; Br 0.6473

=====

A structure of composition C22H26IrN2O2S4. Source: the Open Molecules 2025 dataset; level of theory: ωB97M-V/def2-TZVPD.

CARTESIAN COORDINATES (ANGSTROEM)
C  -4.4287  -4.1117  1.9794
C  3.6956  0.8861  0.4631
N  -1.0520  -0.0721  -0.9845
H  -1.8308  1.3777  -4.5426
S  -0.7701  -0.7556  3.2380
H  2.7271  4.0435  0.8230
C  2.0793  -1.0009  3.0738
C  -1.2946  0.4506  -2.1787
C  1.3742  2.4321  -4.6658
O  -0.7111  -0.5808  1.7267
H  -5.4500  -0.8158  0.2087
C  1.9673  3.2782  0.6662
H  -4.1552  -5.0380  2.4647
C  3.8115  -0.5457  0.9999
C  1.8165  2.0731  -3.4257
H  4.3511  -0.5736  1.9468
C  -3.8529  -2.1855  0.6876
C  -5.1754  -1.7338  0.7108
C  -5.7464  -3.6664  2.0134
H  -2.2717  0.2535  -2.6102
O  1.4109  1.2164  -1.3130
H  2.8372  2.2586  -3.1190
H  4.3657  -1.1548  0.2875
H  -6.4924  -4.2502  2.5357
C  -6.1212  -2.4872  1.3789
C  0.6449  3.7537  1.2847
H  -1.9457  1.0848  3.9812
C  0.8003  -1.4827  3.7361
C  0.0385  2.2076  -5.0862
H  -0.2854  2.5126  -6.0701
H  -0.3931  2.9587  3.8559
C  -0.8697  0.9038  3.9497
H  -0.5304  0.7996  4.9835
S  2.4633  1.7413  1.4867
H  2.2293  0.0612  3.2357
C  -0.1401  2.0629  3.2860
Ir  0.5161  0.4155  0.3078
C  -0.8139  1.5906  -4.2362
H  -7.1502  -2.1576  1.4053
C  -3.4698  -3.3769  1.3106
H  1.8704  3.0673  -0.3927
C  0.9455  1.4624  -2.4921
H  0.6406  -2.5470  3.5493
N  -2.0406  -0.8250  -0.5158
C  -0.3894  1.1806  -2.9278
H  0.8085  4.2303  2.2511
H  0.1900  4.4952  0.6295
H  -2.4447  -3.7175  1.2484
H  3.3438  0.9088  -0.5631
S  2.2175  -1.3871  1.2878
H  4.6645  1.3790  0.5366
H  0.9351  1.9259  3.3444
C  -2.8635  -1.4090  0.0237
S  -0.6104  2.4564  1.5547
H  0.8547  -1.3525  4.8200
H  2.9054  -1.5328  3.5488
H  2.0688  2.9020  -5.3508

Properties
Lowest unoccupied orbital energy (alpha / beta) in Eh: -0.2277 / -0.2279
Charge: +2
HOMO (alpha / beta) in Eh: -0.458 / -0.469
Relative energy (zero: lowest compared OMol25 entry of this formula, charge and spin) in eV: 2.754
Electronic energy in eV: -76473.830
Spin multiplicity: 2
Kohn-Sham gap (alpha / beta) in eV: 6.257 / 6.550

Here are the Löwdin charges for atoms 1 to 5, given in e: C -0.0377; C -0.4462; N -0.1057; H 0.1236; S 1.0227

=====

An isolated molecule of C7H12N2. Source: the Open Molecules 2025 dataset; level of theory: ωB97M-V/def2-TZVPD.

CARTESIAN COORDINATES (ANGSTROEM)
H  0.2866  -1.2022  -3.0692
N  0.0224  -0.4887  -1.1216
H  2.5124  -0.5299  -0.4822
C  -0.4112  -0.5753  -2.5063
H  3.2825  0.6659  0.5300
H  -2.7857  -0.5937  -0.6386
H  2.9021  -0.2124  2.3993
C  -0.7680  -0.0027  -0.2192
N  1.8840  -0.3235  2.4049
H  -1.9805  -0.0528  2.2391
C  -0.9051  0.0743  2.2487
H  -2.6809  0.8605  0.3687
C  1.3640  -0.0342  1.2426
C  2.3129  0.3572  0.1276
H  -1.3999  -1.0297  -2.6160
H  1.9119  1.1776  -0.4721
H  -0.4361  0.0114  3.2283
H  -0.4147  0.4139  -2.9751
H  -2.3119  0.9665  -1.3558
C  -2.2260  0.3314  -0.4696
C  -0.1589  0.1864  1.1364

Properties
Lowest unoccupied orbital energy in Eh: 0.0139
Charge: 0
HOMO in Eh: -0.339
Relative energy (zero: lowest compared OMol25 entry of this formula, charge and spin) in eV: 1.406
Electronic energy in eV: -10432.071
Structure (SMILES): [H]/N=C(\C)C(=C)/C(C)=N/C
Kohn-Sham gap in eV: 9.610

Here are the Löwdin charges for atoms 1 to 5, given in e: H 0.0702; N 0.0128; H 0.0764; C -0.1228; H 0.0680

=====

A structure of composition C5H7NO. Source: the Open Molecules 2025 dataset; level of theory: ωB97M-V/def2-TZVPD.

CARTESIAN COORDINATES (ANGSTROEM)
C  2.5131  0.0504  0.6568
H  2.4401  -0.9677  0.2566
H  -1.6086  -0.9391  -1.8719
H  -1.3427  1.7122  -0.8467
N  1.3224  0.8481  0.4466
O  -0.0250  -1.0121  -0.3623
H  3.3636  0.5598  0.1929
H  -3.1450  0.2977  0.0883
C  0.2794  0.3072  0.0277
C  -2.1436  -0.0985  0.2276
H  2.7097  -0.0024  1.7323
H  -2.0197  -1.0309  0.7371
C  -1.2817  -0.5249  -0.9382
C  -1.0619  0.8001  -0.3468

Properties
Lowest unoccupied orbital energy in Eh: 0.0394
Charge: 0
HOMO in Eh: -0.350
Relative energy (zero: lowest compared OMol25 entry of this formula, charge and spin) in eV: 3.405
Electronic energy in eV: -8832.798
Kohn-Sham gap in eV: 10.596

Here are the Löwdin charges for atoms 1 to 5, given in e: C -0.1178; H 0.0747; H 0.1465; H 0.1447; N 0.0641